# 1
Entry from OMol25: the ion C4HO3P with charge -2 (wB97M-V/def2-TZVPD).

Structure (XYZ):
```
9
Properties=species:S:1:pos:R:3:mulliken_charge:R:1
C 0.3016 -0.8438 -3.2944 -0.6584
C 0.1814 -0.5539 -2.0758 -0.1095
C -0.0443 -0.1722 -0.8769 0.2433
C -0.0808 -0.1164 0.5589 -0.1913
P -0.2976 0.5812 2.2299 0.7603
O -0.3611 2.0198 1.7541 -0.7324
O 0.9603 0.2154 2.9525 -0.7717
O -1.6075 0.0565 2.7870 -0.7862
H 0.9481 -1.1865 -4.0354 0.2459
```

## Properties
Calculated total energy in eV: -19591.7803
Maximum force in Eh/bohr: 0.2809
Orbital gap in Eh: 0.232
Net charge: -2
HOMO in eV: -0.1

# 2
Entry from OMol25: a structure of composition C4HO4Tl (wB97M-V/def2-TZVPD).

Structure (XYZ):
```
10
Properties=species:S:1:pos:R:3:mulliken_charge:R:1
O 1.5722 -0.3261 -5.3638 -0.0892
C 0.7190 -1.0572 -5.2537 0.1049
O 0.5454 -0.8664 -2.0046 -0.3100
C 0.0541 -1.9397 -2.0110 0.9263
C -0.3202 -3.1327 -2.3977 -0.4240
O -0.3297 -3.6735 -3.6211 -0.0209
C 0.5351 -4.7087 -3.8074 -0.1940
O 0.6931 -4.7327 -5.0972 -0.2276
Tl -0.8705 -3.2012 -6.0596 0.8148
H 1.2946 -5.4478 -5.3535 0.4197
```

## Properties
Calculated total energy in eV: -17034.1218
Maximum force in Eh/bohr: 0.0544
Orbital gap (alpha / beta) in Eh: 0.329 / 0.267
Net charge: +1
HOMO (alpha / beta) in eV: -13.7 / -13.2
2S+1: 2

# 3
Entry from OMol25: the ion C4O6 with charge -2 (wB97M-V/def2-TZVPD).

Structure (XYZ):
```
10
Properties=species:S:1:pos:R:3:mulliken_charge:R:1
O -2.9565 -0.9569 -0.5125 -0.7029
C -2.3677 -0.0254 0.0318 0.3927
O -2.8533 0.8397 0.7686 -0.6944
C -0.7763 0.2112 -0.2571 0.6738
O -0.4610 1.1477 -0.9771 -0.6185
O 0.0142 -0.5892 0.4587 0.0366
C 1.5037 -0.8562 0.7327 -1.3400
C 2.4328 0.0966 0.1834 1.2448
O 3.1211 1.0979 0.1387 -0.6909
O 2.3430 -0.9656 -0.5673 -0.3011
```

## Properties
Calculated total energy in eV: -16430.1951
Maximum force in Eh/bohr: 0.0350
ΔE to the lowest compared entry with this formula, charge and spin in eV: 0.000
Orbital gap in Eh: 0.255
Net charge: -2
HOMO in eV: -0.4

# 4
Entry from OMol25: a structure of composition C50H101Br3N7O7 (wB97M-V/def2-TZVPD).

Structure (XYZ):
```
168
Properties=species:S:1:pos:R:3:mulliken_charge:R:1
C 25.3211 -24.4940 -41.5664 -0.2703
Br 27.0185 -23.5710 -41.5147 -0.0122
Br 25.3840 -26.4897 -41.6103 -0.0167
Br 24.1842 -23.6458 -42.9099 -0.0064
H 24.9721 -24.2090 -40.5739 0.3055
C 31.6588 -26.9331 -33.2435 -1.6446
C 32.3881 -25.5849 -33.6193 1.6818
C 32.1013 -24.7453 -32.4238 -1.3364
C 32.9456 -24.9044 -31.2290 -0.6868
C 34.3736 -24.9466 -31.5692 -1.2968
C 34.7726 -25.9339 -32.7307 1.6443
N 33.8790 -25.6097 -33.8850 0.2098
O 34.2201 -26.3533 -35.1323 -0.4366
C 36.2494 -25.7439 -32.8649 -1.7843
C 34.6758 -27.3949 -32.1909 -1.7108
C 31.5272 -24.9565 -34.7299 -1.7334
H 31.7409 -27.1072 -32.1707 0.3276
H 32.1981 -27.7723 -33.6829 0.3531
H 30.5942 -26.9203 -33.4772 0.3933
H 32.3174 -23.7246 -32.7394 0.4174
H 31.0596 -24.7228 -32.1036 0.3526
H 32.5929 -25.7079 -30.5824 0.3827
H 32.7470 -24.1008 -30.5199 0.4278
H 34.9154 -25.2364 -30.6690 0.3844
H 34.6624 -23.9052 -31.7113 0.4462
H 36.7507 -25.7274 -31.8971 0.3971
H 36.7644 -26.5097 -33.4449 0.3722
H 36.4330 -24.7998 -33.3778 0.4628
H 34.9976 -28.0627 -32.9899 0.4196
H 35.4696 -27.5573 -31.4617 0.4516
H 33.7817 -27.7484 -31.6774 0.2832
H 31.9466 -23.9705 -34.9299 0.4634
H 30.4807 -24.8280 -34.4535 0.3710
H 31.6356 -25.4994 -35.6688 0.3877
C 18.1782 -17.7696 -34.2065 -1.7414
C 18.0114 -19.2997 -34.4928 1.4642
C 18.2410 -20.1201 -33.1425 -1.1934
C 17.0964 -20.2343 -32.2076 -0.5386
C 16.0032 -20.9560 -33.0121 -1.2716
C 15.6161 -20.1891 -34.3045 1.4963
N 16.7885 -19.7870 -35.1278 0.4913
O 16.4179 -19.2167 -36.3756 -0.5075
C 14.7282 -21.1966 -35.0780 -1.8200
C 14.7688 -19.0443 -33.9731 -1.6064
C 19.2701 -19.6148 -35.3889 -1.7939
H 17.8918 -17.1369 -35.0466 0.4174
H 19.2111 -17.4378 -34.1005 0.4662
H 17.5720 -17.4186 -33.3714 0.3055
H 18.6181 -21.0971 -33.4450 0.4298
H 19.0651 -19.6388 -32.6160 0.3933
H 16.7008 -19.2382 -32.0091 0.2804
H 17.3014 -20.7563 -31.2729 0.3687
H 15.1311 -21.1446 -32.3861 0.4650
H 16.4908 -21.8333 -33.4373 0.3877
H 15.3524 -21.9677 -35.5296 0.4306
H 13.9395 -21.6731 -34.4957 0.3666
H 14.2501 -20.6653 -35.9010 0.4217
H 15.3608 -18.2441 -33.5288 0.2934
H 14.2982 -18.5387 -34.8163 0.3922
H 13.9522 -19.4123 -33.3519 0.3977
H 20.2110 -19.1274 -35.1338 0.3892
H 19.1472 -19.3075 -36.4274 0.4233
H 19.3754 -20.6974 -35.4610 0.3924
C 19.3079 -27.2394 -34.1173 -1.6041
C 20.7912 -27.5474 -33.5243 1.2650
C 21.7094 -26.8783 -34.4610 -1.2663
C 23.2440 -26.8343 -34.0026 -0.7625
C 23.2970 -26.0487 -32.6976 -1.1479
C 22.3088 -26.5489 -31.5979 1.6043
N 20.9146 -26.8129 -32.2104 0.4230
O 19.7546 -27.0290 -31.3805 -0.4967
C 22.9465 -27.6808 -30.8883 -1.6866
C 22.2592 -25.3955 -30.6178 -1.7924
C 21.0745 -29.0455 -33.5544 -1.5774
H 19.2510 -27.7543 -35.0763 0.3810
H 19.0236 -26.1912 -34.2099 0.4136
H 18.5365 -27.6777 -33.4841 0.3894
H 21.7467 -27.4624 -35.3805 0.4464
H 21.3351 -25.8731 -34.6547 0.3724
H 23.8261 -26.2866 -34.7438 0.4352
H 23.6950 -27.8201 -34.1164 0.3798
H 23.2632 -25.0182 -33.0514 0.4145
H 24.3237 -26.1379 -32.3425 0.3704
H 23.9175 -27.4421 -30.4542 0.4214
H 22.3228 -27.9861 -30.0481 0.3779
H 22.9263 -28.5606 -31.5313 0.3006
H 21.4975 -25.6556 -29.8827 0.4381
H 23.1838 -25.2945 -30.0496 0.3899
H 21.9447 -24.4572 -31.0748 0.4037
H 22.1478 -29.1477 -33.3941 0.3702
H 21.0251 -29.4883 -34.5492 0.3920
H 20.6789 -29.6092 -32.7095 0.3451
C 26.3795 -28.2719 -19.0246 -1.6975
C 26.7196 -26.9904 -19.7413 1.4793
C 27.7313 -26.2560 -18.8504 -1.1381
C 28.4740 -25.1231 -19.5591 -0.8013
C 29.1854 -25.5799 -20.8713 -1.1052
C 28.1976 -26.3019 -21.8268 1.4044
N 27.3085 -27.2868 -21.0968 0.4287
O 26.6020 -28.2736 -21.9742 -0.4562
C 27.3412 -25.2384 -22.4787 -1.7681
C 29.1224 -26.9176 -22.8423 -1.7951
C 25.5318 -26.0046 -19.7383 -1.6694
H 26.1599 -28.0500 -17.9802 0.3769
H 27.2909 -28.8656 -19.0951 0.4549
H 25.6421 -28.9311 -19.4828 0.3328
H 27.2645 -25.8162 -17.9690 0.3956
H 28.5457 -26.8459 -18.4298 0.4370
H 29.1649 -24.8522 -18.7607 0.3712
H 27.7674 -24.3034 -19.6893 0.3615
H 29.9685 -26.2423 -20.5024 0.3859
H 29.6181 -24.7205 -21.3835 0.4875
H 26.9999 -24.4452 -21.8137 0.3539
H 28.0161 -24.7986 -23.2130 0.5175
H 26.5196 -25.6350 -23.0753 0.3517
H 29.9724 -26.3410 -23.2071 0.3877
H 29.4510 -27.8732 -22.4339 0.4269
H 28.6189 -26.9754 -23.8073 0.3889
H 24.8165 -26.4676 -20.4180 0.3545
H 25.9594 -25.0396 -20.0105 0.3787
H 24.9590 -25.8709 -18.8206 0.3552
C 20.1508 -38.1921 -29.1389 -1.7703
C 19.1641 -38.4213 -30.2401 1.4830
C 19.0666 -39.9061 -30.6118 -1.2720
C 18.4252 -40.7422 -29.5332 -0.8754
C 17.0088 -40.2704 -29.2750 -1.1291
C 16.8627 -38.7281 -28.9627 1.4342
N 17.9035 -37.9372 -29.7400 0.5325
O 17.7508 -36.5061 -29.7482 -0.5327
C 15.3936 -38.3846 -29.2228 -1.7636
C 17.0352 -38.4164 -27.4207 -1.6092
C 19.6186 -37.7606 -31.5942 -1.6924
H 20.3399 -37.2104 -28.7044 0.3641
H 21.1520 -38.5452 -29.3859 0.4083
H 19.9455 -38.7914 -28.2519 0.3359
H 18.6060 -39.9042 -31.5998 0.4494
H 20.0697 -40.2638 -30.8439 0.5203
H 18.9375 -40.9617 -28.5965 0.3945
H 18.3025 -41.7540 -29.9198 0.3607
H 16.7575 -40.7006 -28.3055 0.3522
H 16.2421 -40.6642 -29.9422 0.4637
H 15.2364 -38.0784 -30.2571 0.4406
H 14.6816 -39.1972 -29.0780 0.3738
H 15.0108 -37.5048 -28.7056 0.3590
H 18.0625 -38.6330 -27.1277 0.3376
H 16.9050 -37.3384 -27.3251 0.4290
H 16.3333 -39.0195 -26.8448 0.4217
H 20.0093 -36.7617 -31.4001 0.3905
H 18.7894 -37.5910 -32.2811 0.4009
H 20.3201 -38.4831 -32.0115 0.3929
O 11.6675 -30.1949 -28.6169 -0.6354
C 12.8931 -30.1827 -28.7313 0.5681
N 13.4402 -29.9710 -29.9187 -0.3959
C 13.7123 -30.4383 -27.5384 -0.8284
H 14.4376 -30.0737 -30.0401 0.2307
H 12.7017 -30.1107 -30.5934 0.2510
H 14.7814 -30.3943 -27.7467 0.3145
H 13.4511 -31.4929 -27.4514 0.2342
H 13.5548 -29.7460 -26.7113 0.2614
O 12.3238 -28.3552 -38.2503 -0.5989
C 12.1092 -27.6136 -39.1834 0.5765
N 10.8948 -27.5408 -39.6994 -0.4233
C 13.2747 -26.8368 -39.8158 -0.8715
H 10.2728 -28.0095 -39.0564 0.2699
H 10.6720 -26.6285 -40.0710 0.2351
H 13.5720 -27.3631 -40.7229 0.2474
H 14.1751 -26.8377 -39.2015 0.2599
H 12.9191 -25.8238 -40.0044 0.3050
```

## Properties
Calculated total energy in eV: -288362.6579
Maximum force in Eh/bohr: 0.1287
Orbital gap (alpha / beta) in Eh: 0.294 / 0.322
HOMO (alpha / beta) in eV: -8.4 / -9.4
2S+1: 6

# 5
Entry from OMol25: a cluster of 12 separate species, C50H103O37P in total (wB97M-V/def2-TZVPD).

Structure (XYZ):
```
191
Properties=species:S:1:pos:R:3:mulliken_charge:R:1
C 4.7807 1.5873 9.4167 -1.2464
C 5.0705 0.8160 8.1510 -0.0656
O 4.9222 1.6611 7.0089 -0.3201
P 5.6210 1.2544 5.5422 0.4626
O 6.7408 2.1185 5.0958 -0.7622
O 4.4378 1.1583 4.4225 0.1618
C 3.4645 2.1558 4.2724 -0.6461
C 2.3708 2.2363 5.3479 -0.4294
O 5.9832 -0.3605 5.6850 -0.1686
C 7.1776 -1.0213 5.4696 -0.2288
C 7.0197 -2.4183 4.8152 -1.0849
H 4.8501 0.8315 10.1990 0.4069
H 5.5421 2.3571 9.5418 0.2912
H 3.7387 1.8963 9.4999 0.3065
H 6.0666 0.3751 8.1134 0.2249
H 4.4064 0.0105 7.8377 0.3382
H 3.8312 3.1818 4.2403 0.3085
H 2.9578 2.1621 3.3074 0.2666
H 1.4669 2.6959 4.9480 -0.0989
H 1.9880 1.2188 5.4266 0.2741
H 2.7232 2.6152 6.3072 0.4450
H 7.7055 -0.4259 4.7245 0.3228
H 7.7402 -1.0754 6.4016 0.3421
H 6.2820 -2.3501 4.0158 0.1279
H 7.9575 -2.9249 4.5871 0.3892
H 6.4370 -3.1044 5.4298 0.3481
C -1.5400 -0.6341 -2.6815 0.0209
C -1.7923 -1.3989 -1.3882 0.4250
O -0.7500 -1.2091 -0.3901 -0.2470
C -0.4839 -0.1108 0.1816 0.1484
O -1.1144 0.9581 -0.0608 -0.3265
O 0.3884 -0.3592 1.1012 0.6095
C 1.0819 0.6710 1.7088 -0.5435
H -1.7412 -1.3830 -3.4475 0.2111
H -0.5762 -0.1679 -2.8859 0.0540
H -2.2867 0.1184 -2.9351 -0.5248
H -1.7278 -2.4751 -1.5488 -0.2566
H -2.7928 -1.2491 -0.9825 0.2088
H 1.1084 1.5053 1.0077 0.3249
H 2.0888 0.3558 1.9825 0.0364
H 0.6756 1.1947 2.5741 -0.0362
C 6.1782 -0.3502 1.0659 -1.0566
C 5.4725 -1.6640 0.6515 -0.4286
O 4.0306 -1.5119 0.8746 -0.1659
C 3.3996 -2.1838 1.9139 0.5399
O 3.9860 -2.5929 2.8647 -0.5932
O 2.1497 -2.2441 1.7169 -0.0460
C 1.3130 -2.8194 2.7229 -0.8100
H 5.9783 -0.2201 2.1295 0.1197
H 5.8518 0.5736 0.5884 0.2697
H 7.1968 -0.4893 0.7037 0.4401
H 5.8634 -2.4610 1.2841 0.3829
H 5.6350 -2.0850 -0.3406 0.3718
H 1.7966 -3.3525 3.5415 0.4741
H 0.6600 -3.5046 2.1823 0.1943
H 0.7091 -1.9854 3.0804 0.2077
C -5.4110 -4.7885 -4.8261 -1.1705
C -3.9711 -5.0582 -5.0360 -0.4160
O -3.3479 -4.7721 -3.7612 -0.0032
C -2.1353 -5.3806 -3.5819 0.3146
O -1.3772 -5.8694 -4.4134 -0.5606
O -1.9050 -5.2939 -2.1796 0.1728
C -0.9632 -6.2320 -1.6270 -0.8789
H -5.9597 -5.5301 -4.2455 0.2295
H -5.8552 -4.9223 -5.8125 0.4097
H -5.7432 -3.7922 -4.5341 0.3032
H -3.3768 -4.5177 -5.7727 0.3981
H -3.7778 -6.0968 -5.3045 0.3712
H 0.0874 -6.0270 -1.8325 0.2266
H -1.0844 -7.2381 -2.0284 0.3541
H -1.2174 -6.2949 -0.5689 0.2739
C -5.4558 8.0316 0.5917 -1.1725
C -5.8523 6.5249 0.4963 -0.1817
O -5.0674 5.7248 1.3938 -0.3186
C -4.6840 4.5573 0.8990 0.7166
O -4.8707 4.0949 -0.2531 -0.5623
O -3.9852 3.9673 1.9250 -0.3706
C -3.0809 2.8918 1.7878 0.1574
H -5.8567 8.6901 -0.1788 0.3740
H -4.3864 8.1271 0.4040 0.3102
H -5.5653 8.4357 1.5981 0.2988
H -5.6608 6.2627 -0.5442 0.2512
H -6.8714 6.2873 0.8014 0.3251
H -2.5774 3.0906 0.8417 -0.0231
H -3.6012 1.9366 1.7182 0.3749
H -2.4032 2.7916 2.6357 -0.2226
C -4.9810 -7.9746 -1.9206 -1.0918
C -4.6708 -7.5465 -0.5391 -0.2781
O -4.8007 -6.1327 -0.5800 -0.1748
C -4.5064 -5.4005 0.5396 0.6459
O -4.4270 -5.8495 1.7245 -0.6416
O -4.5387 -4.0949 0.2237 -0.2349
C -4.2116 -3.0418 1.1647 -0.7877
H -6.0083 -7.6605 -2.1050 0.3272
H -4.8424 -9.0557 -1.9142 0.3861
H -4.5142 -7.4651 -2.7636 0.1104
H -3.6905 -7.7475 -0.1070 0.3340
H -5.4052 -7.9242 0.1723 0.3933
H -4.6718 -3.2257 2.1355 0.3219
H -4.7631 -2.2222 0.7041 0.3528
H -3.1913 -2.6582 1.1669 0.2887
C 0.2310 5.1654 2.2910 -0.6121
C -0.6453 5.7919 3.3517 -0.5265
O -0.3174 5.2509 4.6241 -0.3063
C 0.6880 5.7865 5.2619 0.7938
O 1.5869 6.4590 4.7486 -0.6234
O 0.6554 5.3479 6.5100 -0.2278
C 1.5511 5.8427 7.5383 -0.8004
H -0.2557 5.5885 1.4122 0.2784
H 0.2499 4.0910 2.4738 -0.1311
H 1.2782 5.4671 2.3135 0.4747
H -1.7190 5.6735 3.2061 0.3283
H -0.4279 6.8592 3.3101 0.4855
H 1.4954 5.2503 8.4515 0.2482
H 1.2026 6.8640 7.6921 0.3444
H 2.6157 5.9343 7.3228 0.3335
C -4.9754 3.6481 -7.9556 -1.1887
C -4.0648 3.0065 -6.8741 -0.1322
O -4.5003 3.2617 -5.5886 -0.3315
C -3.9683 2.5005 -4.5378 0.7935
O -3.0556 1.6842 -4.6231 -0.5537
O -4.6292 2.7803 -3.4391 -0.3519
C -4.5947 1.8985 -2.2953 -0.3585
H -4.7242 4.7066 -8.0224 0.3006
H -6.0346 3.6190 -7.6997 0.3222
H -4.8511 3.1922 -8.9379 0.3529
H -3.0534 3.4073 -6.9405 0.2725
H -4.0504 1.9197 -6.9571 0.2669
H -4.3122 0.9022 -2.6354 0.3363
H -5.5578 1.9572 -1.7882 0.2605
H -3.8376 2.3373 -1.6454 -0.0253
C -1.4330 2.4773 6.7557 -1.5074
C -1.2910 1.9139 5.3055 0.9399
O -2.4094 1.1121 5.0083 -0.3454
C -2.2173 -0.1028 4.3855 0.5831
O -1.2674 -0.4192 3.6632 -0.3680
O -3.1664 -0.8807 4.9534 -0.3639
C -3.1489 -2.3447 4.8662 -0.2271
H -0.6813 3.1725 7.1294 0.1865
H -1.4810 1.7203 7.5385 0.3979
H -2.4077 2.9652 6.7493 0.4131
H -0.4538 1.2794 5.5962 0.0994
H -1.0497 2.6719 4.5603 -0.2162
H -3.6057 -2.8446 5.7203 0.2905
H -2.1314 -2.7156 4.7430 0.2494
H -3.7763 -2.6022 4.0129 -0.0499
C 0.2852 -2.4217 -5.3891 -0.4041
C 1.2287 -3.2515 -6.3069 0.2056
O 0.9329 -2.5526 -7.5862 -0.3202
C 1.9380 -1.8398 -8.1540 0.7937
O 3.1274 -1.7923 -7.7380 -0.6154
O 1.4475 -1.2432 -9.1846 -0.3569
C 2.2618 -0.2845 -10.0458 -0.6349
H -0.7165 -2.8231 -5.5425 0.1959
H 0.2525 -1.3612 -5.6390 0.3585
H 0.5939 -2.5145 -4.3479 -0.0720
H 1.0432 -4.3254 -6.2902 0.3258
H 2.2374 -3.1603 -5.9039 -0.2885
H 1.6229 0.2102 -10.7774 0.2451
H 3.1673 -0.6564 -10.5252 0.2907
H 2.6082 0.4629 -9.3319 0.3092
C 6.2117 -4.7832 -5.1171 -1.3986
C 5.3429 -3.5453 -5.1535 0.1511
O 4.3593 -3.7809 -4.0912 -0.2621
C 3.8777 -2.6331 -3.4751 0.6274
O 4.2955 -1.4537 -3.6665 -0.6216
O 2.9182 -3.0595 -2.5345 -0.4383
C 2.0513 -2.1334 -1.9246 0.3933
H 6.9710 -4.8027 -4.3353 0.3412
H 6.7271 -4.9421 -6.0643 0.4100
H 5.6707 -5.7085 -4.9194 0.3235
H 4.9484 -3.4728 -6.1671 0.1155
H 5.9685 -2.6607 -5.0349 0.2992
H 1.1907 -2.7069 -1.5804 0.1457
H 1.5690 -1.3908 -2.5602 0.1939
H 2.5555 -1.6726 -1.0752 -0.2897
C -1.8994 4.7790 -2.5570 -1.1533
C -0.9895 3.5695 -2.5759 1.2455
O 0.2927 4.0386 -2.8659 -0.4550
C 1.5191 3.3410 -2.6348 0.4191
O 2.5925 3.8534 -2.7412 -0.5848
O 1.3281 2.1415 -2.1488 -0.0982
C 2.5392 1.3932 -1.7189 -0.4460
H -2.8413 4.4200 -2.1422 0.1626
H -2.1058 5.1709 -3.5530 0.3246
H -1.7388 5.4872 -1.7442 0.3494
H -1.2273 2.8907 -3.3949 -0.0471
H -0.9583 2.9953 -1.6499 -0.3295
H 2.9456 1.0322 -2.6637 0.5193
H 2.2481 0.5293 -1.1214 -0.3639
H 3.2880 1.8847 -1.0977 0.4270
```

## Properties
Calculated total energy in eV: -138563.2473
Maximum force in Eh/bohr: 0.1153
Orbital gap in Eh: 0.379
HOMO in eV: -9.9

- calculated total energy of number 2 (C4HO4Tl)?
  -17034.1218 eV

- The highest calculated total energy belongs to which entry?
  C4O6